No. 1
Computed, not measured: a molecular structure, C39H35BrMgN6O7S3, with ωB97M-V/def2-TZVPD.

The spin multiplicity is 1. The LUMO energy is 0.245 eV.

Last column: Löwdin charge in e.
Element x y z (Å)
Mg1 0.00 -0.25 0.26  0.585
N1 5.78 4.17 -1.64  0.095
C1 4.79 3.24 -1.95  -0.340
C2 4.85 1.95 -1.42  -0.029
C3 3.89 1.02 -1.75  -0.056
C4 2.85 1.36 -2.62  -0.285
C5 2.80 2.63 -3.17  -0.062
C6 3.77 3.56 -2.84  -0.031
S1 1.56 0.19 -2.90  0.599
O1 1.02 0.42 -4.21  -0.295
O2 2.11 -1.11 -2.60  -0.304
N2 0.50 0.48 -1.73  -0.122
C7 -0.24 1.61 -1.64  -0.462
N3 -0.29 2.58 -2.56  0.148
C8 -1.04 3.63 -2.27  -0.121
C9 -1.75 3.77 -1.08  -0.055
C10 -1.64 2.73 -0.19  -0.128
N4 -0.92 1.65 -0.45  0.063
H1 6.32 3.98 -0.81  0.083
H2 5.53 5.14 -1.74  0.084
H3 5.64 1.68 -0.73  0.115
H4 3.93 0.01 -1.36  0.102
H5 2.00 2.88 -3.85  0.104
H6 3.74 4.56 -3.28  0.109
H7 -1.06 4.42 -3.02  0.110
H8 -2.34 4.65 -0.87  0.094
H9 -2.12 2.76 0.79  0.107
O3 -1.74 -1.10 -0.60  -0.561
S2 -1.60 -2.27 -1.55  1.075
C11 -1.73 -3.77 -0.54  -0.298
C12 -2.98 -3.94 0.32  -0.206
C13 -3.19 -2.85 1.37  -0.221
C14 -2.16 -2.87 2.50  -0.285
S3 -1.62 -1.26 3.15  1.014
O4 -0.73 -0.69 2.09  -0.552
C15 -3.16 -0.36 3.06  -0.404
C16 -4.06 -0.49 4.11  -0.079
C17 -5.26 0.19 4.06  -0.072
C18 -5.54 1.01 2.97  -0.072
C19 -4.62 1.15 1.94  -0.057
C20 -3.42 0.45 1.97  -0.081
C21 -3.20 -2.36 -2.35  -0.379
C22 -3.39 -3.29 -3.36  -0.079
C23 -4.63 -3.37 -3.97  -0.072
C24 -5.65 -2.52 -3.59  -0.078
C25 -5.44 -1.57 -2.59  -0.066
C26 -4.21 -1.49 -1.97  -0.063
H10 -0.80 -3.74 0.03  0.067
H11 -1.64 -4.59 -1.26  0.100
H12 -2.91 -4.92 0.80  0.121
H13 -3.86 -3.97 -0.32  0.110
H14 -4.19 -2.96 1.80  0.123
H15 -3.17 -1.89 0.87  0.071
H16 -1.21 -3.30 2.20  0.094
H17 -2.51 -3.43 3.38  0.095
H18 -3.82 -1.11 4.97  0.114
H19 -5.97 0.11 4.87  0.107
H20 -6.48 1.56 2.94  0.106
H21 -4.84 1.79 1.10  0.110
H22 -2.70 0.54 1.18  0.081
H23 -2.58 -3.93 -3.67  0.116
H24 -4.79 -4.09 -4.76  0.107
H25 -6.62 -2.58 -4.08  0.105
H26 -6.24 -0.90 -2.31  0.107
H27 -4.01 -0.75 -1.20  0.106
O5 3.71 4.97 3.12  0.076
C27 2.80 4.09 2.64  -0.303
C28 2.82 3.61 1.33  0.011
C29 1.86 2.70 0.96  -0.119
N5 0.88 2.27 1.77  0.050
C30 0.88 2.77 2.99  -0.710
Br1 -0.54 2.21 4.13  0.760
C31 1.80 3.67 3.50  -0.043
H28 4.37 5.15 2.44  0.109
H29 3.60 3.90 0.63  0.107
H30 1.88 2.27 -0.03  0.104
H31 1.75 4.03 4.52  0.112
O6 3.87 0.63 1.70  0.088
C32 3.40 -0.37 1.20  -0.423
N6 2.08 -0.57 0.84  0.127
C33 1.96 -1.83 0.37  -0.441
O7 0.84 -2.28 0.04  -0.035
C34 3.27 -2.53 0.35  -0.085
C35 3.66 -3.78 -0.09  0.006
C36 5.01 -4.10 0.03  -0.071
C37 5.92 -3.19 0.56  -0.071
C38 5.51 -1.93 1.00  -0.003
C39 4.17 -1.62 0.88  -0.094
H32 2.95 -4.47 -0.52  0.119
H33 5.36 -5.06 -0.31  0.101
H34 6.96 -3.47 0.63  0.101
H35 6.21 -1.21 1.41  0.117

---

No. 2
Computed, not measured: a molecular structure, C39H35BrN4O2SbTl, with ωB97M-V/def2-TZVPD.

The spin multiplicity is 1. The LUMO energy is -0.811 eV.

Last column: Löwdin charge in e.
Element x y z (Å)
Tl1 -1.46 -0.77 -0.31  0.898
Br1 0.41 3.36 6.26  0.733
C1 -0.53 2.13 5.16  -0.688
C2 -0.64 2.38 3.81  -0.113
C3 -1.30 1.46 3.01  -0.009
C4 -1.82 0.28 3.54  -0.257
C5 -1.73 0.08 4.93  -0.015
C6 -1.08 0.99 5.73  -0.124
N1 -2.42 -0.60 2.63  0.085
C7 -2.91 -1.72 2.96  -0.090
C8 -3.50 -2.64 1.98  -0.264
C9 -3.98 -3.87 2.41  -0.016
C10 -4.57 -4.73 1.49  -0.055
C11 -4.70 -4.31 0.18  -0.044
C12 -4.17 -3.08 -0.18  -0.122
N2 -3.57 -2.27 0.69  0.032
H1 -0.23 3.28 3.38  0.106
H2 -1.44 1.64 1.95  0.099
H3 -2.17 -0.80 5.39  0.102
H4 -0.99 0.82 6.79  0.102
H5 -2.93 -2.08 3.99  0.116
H6 -3.88 -4.15 3.45  0.112
H7 -4.94 -5.69 1.81  0.110
H8 -5.19 -4.93 -0.56  0.108
H9 -4.22 -2.72 -1.20  0.116
O1 -2.46 -0.43 -2.59  -0.280
N3 -3.04 0.66 -2.85  -0.049
N4 -3.03 1.56 -1.95  -0.246
O2 -2.48 1.46 -0.76  -0.290
C13 -3.73 2.78 -2.24  -0.172
C14 -4.17 3.06 -3.53  -0.024
C15 -4.88 4.23 -3.77  -0.088
C16 -5.15 5.11 -2.73  -0.100
C17 -4.69 4.83 -1.45  -0.085
C18 -3.98 3.66 -1.20  -0.020
H10 -3.97 2.36 -4.33  0.103
H11 -5.22 4.46 -4.77  0.102
H12 -5.73 6.01 -2.91  0.099
H13 -4.91 5.51 -0.64  0.102
H14 -3.63 3.42 -0.21  0.106
C19 4.01 1.81 1.76  -0.080
C20 4.76 0.58 1.31  -0.321
C21 6.10 0.42 1.62  -0.055
C22 6.80 -0.71 1.21  -0.087
C23 6.16 -1.69 0.47  -0.089
C24 4.82 -1.54 0.15  -0.143
C25 4.11 -0.42 0.57  -0.350
Sb1 1.97 -0.27 0.29  1.459
C26 1.67 -2.03 -0.95  -0.403
C27 1.37 -1.89 -2.30  -0.144
C28 1.01 -2.99 -3.07  -0.076
C29 0.94 -4.24 -2.48  -0.081
C30 1.22 -4.38 -1.13  -0.053
C31 1.58 -3.29 -0.35  -0.339
C32 1.83 -3.46 1.13  -0.074
C33 1.85 1.20 -1.29  -0.341
C34 0.74 2.03 -1.19  -0.165
C35 0.45 2.99 -2.16  -0.079
C36 1.30 3.12 -3.24  -0.075
C37 2.42 2.30 -3.34  -0.051
C38 2.72 1.34 -2.38  -0.303
C39 3.96 0.50 -2.54  -0.050
H15 4.67 2.50 2.28  0.076
H16 3.20 1.54 2.44  0.063
H17 3.58 2.33 0.90  0.071
H18 6.61 1.19 2.19  0.107
H19 7.85 -0.82 1.48  0.100
H20 6.70 -2.57 0.15  0.101
H21 4.32 -2.30 -0.44  0.094
H22 1.41 -0.91 -2.76  0.094
H23 0.77 -2.86 -4.11  0.107
H24 0.64 -5.10 -3.06  0.102
H25 1.15 -5.36 -0.66  0.107
H26 1.81 -4.51 1.41  0.078
H27 1.06 -2.94 1.71  0.068
H28 2.80 -3.05 1.42  0.063
H29 0.06 1.94 -0.35  0.052
H30 -0.42 3.61 -2.06  0.105
H31 1.10 3.85 -4.01  0.103
H32 3.08 2.41 -4.20  0.108
H33 4.35 0.59 -3.56  0.080
H34 3.76 -0.55 -2.34  0.057
H35 4.73 0.84 -1.85  0.085

---

No. 3
Computed, not measured: a molecular structure, C39H35F4N5O4Sm, with ωB97M-V/def2-TZVPD.

The spin multiplicity is 6. The LUMO energy (spin up / spin down) is 2.410 / 2.409 eV. The expectation value of S² is 8.76. The charge is -1.

Last column: Löwdin charge in e.
Element x y z (Å)
Sm1 0.61 0.28 0.01  1.731
C1 -2.76 -2.86 -1.54  -0.009
C2 -1.82 -2.34 -0.47  -0.410
O1 -0.94 -1.54 -0.82  -0.127
C3 -2.00 -2.79 0.88  -0.107
C4 -2.96 -3.78 1.20  -0.061
C5 -3.17 -4.21 2.48  -0.124
C6 -2.41 -3.66 3.52  -0.105
C7 -1.48 -2.71 3.27  -0.014
C8 -1.21 -2.22 1.95  -0.369
O2 -0.30 -1.36 1.77  -0.178
H1 -2.53 -2.35 -2.48  0.085
H2 -3.80 -2.65 -1.27  0.083
H3 -2.64 -3.93 -1.68  0.083
H4 -3.55 -4.22 0.41  0.097
H5 -3.90 -4.98 2.69  0.086
H6 -2.58 -4.01 4.54  0.097
H7 -0.89 -2.28 4.07  0.108
C9 1.23 2.38 4.53  -0.031
C10 1.28 1.54 3.41  -0.101
N1 0.26 1.36 2.60  0.083
C11 -0.90 1.97 2.88  -0.138
C12 -1.04 2.85 3.98  -0.145
C13 0.07 3.05 4.81  -0.014
C14 -2.29 3.47 4.25  -0.037
C15 -3.37 3.21 3.47  -0.033
C16 -3.27 2.31 2.37  -0.141
C17 -4.39 1.99 1.57  -0.007
C18 -4.23 1.12 0.54  -0.031
C19 -2.96 0.59 0.28  -0.137
N2 -1.90 0.86 1.01  0.080
C20 -2.04 1.71 2.04  -0.136
H8 2.11 2.49 5.15  0.103
H9 2.19 1.00 3.17  0.090
H10 -0.01 3.72 5.66  0.112
H11 -2.37 4.13 5.10  0.107
H12 -4.33 3.66 3.67  0.108
H13 -5.35 2.44 1.81  0.112
H14 -5.06 0.86 -0.11  0.109
H15 -2.83 -0.11 -0.53  0.097
N3 1.52 -2.61 -0.06  -0.001
C21 2.81 -3.23 -0.34  -0.276
C22 2.99 -3.39 -1.85  -0.202
C23 2.65 -2.11 -2.62  -0.205
C24 3.57 -0.93 -2.27  -0.251
N4 2.75 0.22 -1.91  -0.031
H16 1.35 -2.57 0.94  0.047
H17 0.78 -3.17 -0.48  0.079
H18 2.92 -4.22 0.13  0.111
H19 3.58 -2.58 0.07  0.085
H20 2.34 -4.20 -2.20  0.103
H21 4.03 -3.69 -2.05  0.108
H22 1.63 -1.82 -2.37  0.082
H23 2.70 -2.32 -3.69  0.107
H24 4.24 -0.72 -3.12  0.112
H25 4.19 -1.18 -1.40  0.100
H26 2.17 0.44 -2.73  0.028
H27 3.35 1.02 -1.73  0.071
F1 1.39 3.74 -1.19  -0.024
C25 1.10 2.72 -0.29  -0.525
F2 1.54 3.28 0.93  -0.060
F3 -0.30 2.87 -0.12  -0.093
F4 6.96 -0.08 2.62  0.002
C26 5.66 0.02 2.17  -0.296
C27 4.77 -0.99 2.47  -0.049
C28 3.47 -0.89 1.98  -0.192
C29 2.99 0.15 1.15  -0.262
C30 3.97 1.15 0.94  -0.166
C31 5.26 1.12 1.44  -0.041
H28 5.09 -1.84 3.05  0.105
H29 2.79 -1.68 2.29  0.080
H30 3.70 2.03 0.36  0.070
H31 5.96 1.92 1.26  0.105
O3 -2.61 2.00 -1.64  0.049
C32 -1.85 1.69 -2.54  -0.425
N5 -0.68 1.00 -2.44  0.112
C33 -0.14 0.85 -3.67  -0.436
O4 0.90 0.27 -3.97  0.028
C34 -1.03 1.50 -4.70  -0.087
C35 -0.92 1.63 -6.07  -0.012
C36 -1.94 2.29 -6.73  -0.093
C37 -3.04 2.77 -6.04  -0.093
C38 -3.15 2.63 -4.66  -0.014
C39 -2.12 2.00 -4.00  -0.076
H32 -0.06 1.22 -6.59  0.113
H33 -1.89 2.42 -7.80  0.095
H34 -3.83 3.26 -6.59  0.094
H35 -4.01 3.01 -4.12  0.110